The molecule C4H4O2. Source: OMol25; level of theory: wB97M-V/def2-TZVPD.

Its SMILES is OC=C=C=CO. As for the orbital gap: 8.28 eV. The value obtained for the total energy is -8304.3464 eV. For the HOMO energy, the calculation gives -0.289 Eh.

```
! RIJCOSX wB97M-V def2-TZVPD def2/J DEFGRID3
* xyz 0 1
O -2.505 -1.206 0.752
C -1.664 -0.261 0.244
C -0.389 -0.445 -0.018
C 0.868 -0.434 -0.228
C 2.116 -0.025 -0.346
O 2.409 1.281 -0.619
H -3.318 -0.755 1.008
H 1.569 1.762 -0.572
H -2.092 0.719 0.039
H 3.006 -0.637 -0.259
*
```